DFT (ωB97M-V/def2-TZVPD) results for a structure of composition H26O13.

Geometry as ORCA input:
```
! wB97M-V def2-TZVPD RIJCOSX def2/J DEFGRID3
* xyz 0 1
H 1.129 0.340 0.307
H -0.232 -0.361 0.672
H -3.304 -1.520 -1.953
H -1.897 -1.927 -1.796
H -3.235 0.962 1.090
H -4.600 1.374 0.630
H -3.144 -1.236 3.611
H -2.623 -0.676 2.316
H -1.995 0.334 -1.575
H -3.352 -0.002 -1.058
H 2.447 -0.933 -2.048
H 2.161 -2.415 -1.689
H 2.557 -4.324 0.917
H 1.546 -4.114 2.038
H 2.059 4.408 1.709
H 2.229 4.631 3.225
H -0.465 -2.873 0.126
H 0.566 -3.817 0.055
H -3.380 3.411 -0.270
H -3.720 2.182 -0.927
H 5.636 2.055 -1.121
H 4.560 2.844 -0.909
H 0.447 1.566 -2.910
H 0.879 3.037 -3.088
H 3.381 -0.608 0.878
H 3.152 -1.184 2.275
O 0.737 -0.431 0.648
O -2.813 -2.358 -2.014
O -3.767 1.068 0.282
O -3.435 -0.704 2.823
O -2.389 -0.232 -0.923
O 1.857 -1.610 -2.137
O 2.453 -3.999 1.828
O 1.734 4.912 2.439
O -0.120 -3.425 -0.494
O -3.075 2.555 -0.318
O 4.756 2.046 -1.392
O 0.307 2.403 -2.605
O 2.953 -1.378 1.361
*
```

Results
E (eV): -27032.464
E_LUMO (eV): -0.20
HOMO-LUMO gap (eV): 7.93
Energy relative to the best compared isomer or geometry (same formula, charge and spin) (kcal per mole): 218.7
E_HOMO (eV): -8.1